Record 1
Molecular formula: C9H22N3PS
Method: DFT, ωB97M-V/def2-TZVPD

Geometry as XYZ:
```
36
Properties=species:S:1:pos:R:3
S -1.209 0.541 -2.387
N -1.598 0.923 0.613
N 0.646 2.034 -0.648
N 0.294 -0.796 -0.198
C -1.313 2.027 1.553
C -2.996 0.834 0.157
C 1.993 1.609 -1.024
C 0.184 3.186 -1.472
C -0.376 -1.998 -0.728
C 0.759 -0.853 1.176
C 0.555 -3.202 -0.530
C 1.720 -2.074 1.299
C 0.971 -3.320 0.899
P -0.427 0.674 -0.636
H -0.355 1.872 2.068
H -2.088 2.042 2.331
H -1.280 2.959 1.013
H -3.194 1.630 -0.538
H -3.147 -0.095 -0.370
H -3.685 0.932 1.007
H 1.989 1.184 -2.027
H 2.658 2.459 -1.052
H 2.457 0.874 -0.314
H -0.864 3.386 -1.416
H 0.409 3.041 -2.554
H 0.701 4.110 -1.115
H -0.572 -1.915 -1.817
H -1.300 -2.228 -0.208
H 1.282 0.066 1.442
H -0.060 -0.942 1.918
H 1.461 -3.044 -1.097
H 0.033 -4.119 -0.874
H 2.047 -2.156 2.299
H 2.583 -1.998 0.644
H 0.093 -3.433 1.544
H 1.632 -4.210 1.044
```

Values from the calculation:
**Frontier orbital gap**: 9.1 eV
**LUMO**: 0.839 eV
**Structure (SMILES)**: CN(C)P(=S)(N(C)C)N1CCCCC1
**Total energy**: -34285.108 eV
**Charge**: 0

Atomic partial charges in e from the natural (NBO) method, atoms 1 to 2:
1 S -0.657
2 N -0.818

=====

Record 2
Molecular formula: C9H22N4O7Sn
Method: DFT, ωB97M-V/def2-TZVPD

Geometry as XYZ:
```
43
Properties=species:S:1:pos:R:3
O -0.054 -0.432 -4.066
H 0.262 -0.302 -4.974
Sn -0.475 0.261 -0.627
N 0.389 1.469 1.055
N 1.535 0.980 -1.240
N -1.042 -1.051 1.031
N -0.054 -1.795 -1.224
O 0.110 1.421 2.319
O -1.128 -0.768 2.339
O 0.739 -2.233 -2.261
O 2.200 0.548 -2.229
C 1.974 2.087 -0.559
C 1.339 2.357 0.676
C -1.307 -2.313 0.693
C -0.738 -2.731 -0.556
C 1.740 3.412 1.646
H 2.050 2.978 2.606
H 0.902 4.099 1.833
H 2.570 4.000 1.246
C 3.105 2.855 -1.128
H 2.874 3.116 -2.168
H 4.022 2.251 -1.120
H 3.281 3.772 -0.564
C -1.915 -3.246 1.686
C -0.828 -4.140 -1.036
H -2.500 -2.708 2.442
H -1.127 -3.815 2.203
H -2.564 -3.969 1.176
H -0.113 -4.286 -1.850
H -1.840 -4.356 -1.409
H -0.616 -4.848 -0.224
H -0.615 0.156 2.396
H 0.571 -1.541 -2.984
C -0.920 0.653 -3.681
H -0.331 1.447 -3.215
H -1.671 0.258 -2.986
H -1.441 1.063 -4.553
O -3.245 2.044 -0.366
H -3.918 1.368 -0.161
H -3.075 2.479 0.487
O 1.977 -1.046 1.073
H 2.493 -1.834 0.824
H 2.433 -0.703 1.865
```

Values from the calculation:
**Frontier orbital gap (alpha / beta)**: 5.4 / 5.4 eV
**LUMO (alpha / beta)**: -0.715 / -0.715 eV
**ΔE to the lowest compared entry with this formula, charge and spin**: 38.5 kJ/mol
**Total energy**: -35806.679 eV
**Charge**: 0

Atomic partial charges in e from the natural (NBO) method, atoms 1 to 2:
1 O -0.756
2 H 0.495

=====

Record 3
Molecular formula: C9H22O2SSi
Method: DFT, ωB97M-V/def2-TZVPD

Geometry as XYZ:
```
35
Properties=species:S:1:pos:R:3
O 0.961 -1.216 -1.964
O 0.092 1.233 -2.654
C -2.421 -1.044 -0.909
C -0.597 -2.482 2.004
C -1.218 2.162 2.584
C 2.899 0.540 -3.633
C -2.158 -0.003 0.169
C 0.198 -1.732 0.960
C -0.543 0.837 2.601
C 2.651 0.809 -2.169
C 0.888 0.884 -0.110
Si -0.411 0.041 0.922
S 0.956 0.314 -1.818
H -3.324 -0.869 -1.490
H -2.506 -2.045 -0.459
H -1.537 -1.058 -1.587
H -1.692 -2.352 1.888
H -0.373 -2.159 3.000
H -0.400 -3.539 1.935
H -0.645 2.935 2.055
H -2.175 2.056 2.061
H -1.522 2.497 3.563
H 3.819 1.017 -3.984
H 2.944 -0.527 -3.861
H 2.062 0.884 -4.228
H -2.206 1.008 -0.222
H -2.897 -0.132 0.983
H 0.063 -2.136 -0.040
H 1.244 -1.743 1.189
H -1.104 0.102 3.182
H 0.419 0.949 3.071
H 3.322 0.254 -1.493
H 2.769 1.886 -1.962
H 0.605 1.938 0.039
H 1.839 0.691 0.377
```

Values from the calculation:
**Frontier orbital gap**: 10.1 eV
**LUMO**: 0.469 eV
**ΔE to the lowest compared entry with this formula, charge and spin**: 11.1 kJ/mol
**Structure (SMILES)**: CC[Si](CC)(CC)CS(=O)(=O)CC
**Total energy**: -32497.341 eV
**Charge**: 0

Atomic partial charges in e from the natural (NBO) method, atoms 1 to 2:
1 O -0.911
2 O -0.920

=====

Record 4
Molecular formula: C9H23B3IO10
Method: DFT, ωB97M-V/def2-TZVPD

Geometry as XYZ:
```
46
Properties=species:S:1:pos:R:3
C 1.820 -3.852 0.810
O 0.459 -4.055 0.536
B -0.006 -4.683 -0.630
O 0.755 -5.768 -1.084
B -1.454 -4.202 -1.364
I -1.253 -1.921 -1.759
B -2.723 -4.544 -0.305
O -3.421 -3.618 0.496
O -3.181 -5.884 -0.146
H 2.210 -3.030 0.202
H 1.922 -3.587 1.863
H 2.443 -4.734 0.617
H 1.274 -6.162 -0.376
H -1.621 -4.730 -2.436
H -4.336 -3.498 0.232
H -2.626 -6.397 0.443
C 2.818 1.940 -5.717
C 3.726 2.346 -4.577
O 2.988 2.919 -3.483
C 2.342 2.024 -2.718
O 2.386 0.831 -2.853
O 1.661 2.689 -1.792
C 0.816 1.880 -0.953
H 2.228 2.792 -6.058
H 3.421 1.582 -6.553
H 2.147 1.141 -5.408
H 4.408 3.140 -4.877
H 4.303 1.498 -4.211
H 1.375 1.055 -0.518
H -0.021 1.473 -1.517
H 0.462 2.559 -0.183
C -1.172 4.470 5.130
C -0.248 3.616 4.289
O -0.777 2.296 4.083
C -1.742 2.207 3.160
O -2.160 3.126 2.499
O -2.151 0.950 3.105
C -3.196 0.695 2.150
H -1.376 3.984 6.085
H -0.700 5.434 5.327
H -2.112 4.644 4.610
H 0.698 3.442 4.798
H -0.052 4.077 3.322
H -2.897 1.034 1.161
H -4.108 1.204 2.457
H -3.330 -0.382 2.145
```

Values from the calculation:
**Frontier orbital gap**: 6.7 eV
**LUMO**: 2.562 eV
**Total energy**: -40317.397 eV
**Charge**: -1

Atomic partial charges in e from the natural (NBO) method, atoms 1 to 2:
1 C -0.236
2 O -0.743

=====

Record 5
Molecular formula: C9H23CrFN2O6P
Method: DFT, ωB97M-V/def2-TZVPD

Geometry as XYZ:
```
43
Properties=species:S:1:pos:R:3
Cr 0.007 -1.247 -2.040
F 0.409 -1.650 -0.022
C 2.043 2.228 -3.779
C 1.822 1.440 -2.452
O 1.193 0.399 -2.501
N 2.259 2.089 -1.378
C 2.244 1.563 -0.045
H 2.840 1.755 -4.351
H 2.390 3.221 -3.491
H 1.095 2.236 -4.317
H 2.752 2.961 -1.503
H 3.292 1.439 0.229
H 1.766 0.583 -0.054
H 1.837 2.287 0.660
C 2.779 -3.578 2.256
C 1.479 -4.417 2.429
O 1.539 -5.310 3.277
N 0.316 -4.089 1.798
C -0.936 -4.826 2.006
H 2.486 -2.531 2.339
H 3.359 -3.780 1.355
H 3.408 -3.704 3.137
H 0.324 -3.310 1.155
H -0.740 -5.830 2.384
H -1.287 -4.981 0.986
H -1.670 -4.202 2.516
C -4.305 1.732 0.592
O -3.524 0.715 -0.087
P -2.071 1.145 -0.732
O -1.477 0.084 -1.551
O -2.425 2.495 -1.575
C -1.424 3.386 -1.833
O -1.147 1.731 0.480
C -0.929 0.893 1.663
H -3.592 2.454 0.989
H -4.688 1.338 1.534
H -5.025 2.295 -0.002
H -1.988 4.185 -2.315
H -0.805 2.938 -2.610
H -0.927 3.874 -0.994
H 0.127 0.762 1.899
H -1.318 -0.104 1.458
H -1.490 1.332 2.489
```

Values from the calculation:
**Frontier orbital gap (alpha / beta)**: 8.8 / 5.8 eV
**LUMO (alpha / beta)**: -7.392 / -10.564 eV
**Multiplicity**: 6
**Total energy**: -65384.882 eV
**Charge**: +2

Atomic partial charges in e from the natural (NBO) method, atoms 1 to 2:
1 Cr 1.685
2 F -0.844

=====

Record 6
Molecular formula: C9H23Li2NO3
Method: DFT, ωB97M-V/def2-TZVPD

Geometry as XYZ:
```
38
Properties=species:S:1:pos:R:3
Li 14.877 -2.862 -12.695
Li 16.593 -1.943 -14.397
O 15.595 -3.745 -14.174
H 15.916 -4.639 -14.292
O 15.990 -1.328 -12.633
H 16.358 -0.593 -12.146
C 17.671 0.836 -14.761
C 18.809 -0.105 -14.434
N 18.546 -1.500 -14.861
C 19.447 -2.412 -14.145
C 19.097 -2.614 -12.671
C 18.807 -1.605 -16.304
C 18.386 -2.931 -16.905
H 17.437 0.848 -15.826
H 17.932 1.852 -14.460
H 16.769 0.531 -14.227
H 19.742 0.243 -14.908
H 18.968 -0.093 -13.360
H 19.399 -3.386 -14.631
H 20.493 -2.064 -14.238
H 19.808 -3.306 -12.217
H 19.157 -1.688 -12.095
H 18.083 -2.992 -12.550
H 19.880 -1.421 -16.501
H 18.267 -0.804 -16.807
H 17.415 -3.222 -16.506
H 19.098 -3.725 -16.678
H 18.332 -2.854 -17.991
C 13.483 -0.772 -16.955
C 14.587 -1.738 -16.618
O 15.547 -1.362 -15.998
C 14.472 -3.148 -17.099
H 13.897 0.153 -17.357
H 12.954 -0.515 -16.035
H 12.772 -1.184 -17.669
H 14.939 -3.190 -18.090
H 13.439 -3.486 -17.162
H 15.013 -3.806 -16.422
```

Values from the calculation:
**Frontier orbital gap**: 8.6 eV
**LUMO**: 0.298 eV
**ΔE to the lowest compared entry with this formula, charge and spin**: 0.0 kJ/mol
**Total energy**: -17752.172 eV
**Charge**: 0

Atomic partial charges in e from the natural (NBO) method, atoms 1 to 2:
1 Li 0.960
2 Li 0.871

=====

Among the records above, which one has the highest total energy? C9H23Li2NO3